Entry 1:
An isolated ion of composition C9H19N2O and charge +1 in a non-equilibrium geometry. Source: the Open Molecules 2025 dataset; level of theory: ωB97M-V/def2-TZVPD.

Cartesian coordinates (Å):
C1 0.68712 0.80916 -1.85343
C2 1.30510 0.76414 -0.71902
C3 2.20107 1.90316 -0.35330
C4 1.23323 -0.39418 0.28594
C5 2.55148 -1.12270 0.27214
C6 0.84119 0.09174 1.73792
N1 0.20221 -1.34933 -0.20456
C7 -1.10041 -1.14214 -0.28126
C8 -2.05142 -2.25045 -0.72829
N2 -1.48707 0.05944 -0.04031
O1 -2.82161 0.37075 -0.07914
C9 -3.20237 1.35855 0.81365
H1 0.58776 1.49847 -2.60272
H2 0.04845 -0.07236 -2.05648
H3 3.21860 1.94435 -0.68061
H4 2.30678 2.05561 0.70087
H5 1.75970 2.70286 -0.98566
H6 3.46487 -0.35238 0.15925
H7 2.66782 -1.77695 -0.54462
H8 2.68976 -1.62050 1.23574
H9 -0.15045 -0.06112 1.89218
H10 1.01982 1.12574 1.80656
H11 1.42330 -0.46488 2.49718
H12 0.50466 -2.33828 -0.23875
H13 -1.80471 -3.33493 -0.64035
H14 -2.18687 -2.17581 -1.72864
H15 -3.07998 -1.99478 -0.35203
H16 -0.81265 0.81876 -0.20114
H17 -2.70960 1.28448 1.68227
H18 -4.33294 1.31635 0.90930
H19 -2.97283 2.34724 0.29732

The value obtained for the HOMO energy is -13.33 eV. The lowest unoccupied orbital energy is -2.64 eV. Its charge is +1. The value obtained for the orbital gap is 10.6844 eV. The calculation puts the largest force on an atom at 5.2 eV/A. The total energy comes out at -538.7073 Ha. As for the SMILES: C=C(C)C(C)(C)N/C(C)=[NH+]/OC.

natural (NBO) population analysis, charges in e, atoms 1 to 8: C -0.40; C 0.01; C -0.68; C 0.08; C -0.62; C -0.61; N -0.54; C 0.55

***

Entry 2:
A 2-piece molecular cluster, C4H11NOS overall in a non-equilibrium geometry. Source: the Open Molecules 2025 dataset; level of theory: ωB97M-V/def2-TZVPD.

Cartesian coordinates (Å):
C1 1.08727 -0.77240 2.03511
C2 -0.31184 -0.47652 2.57570
N1 -0.52145 0.67528 3.29322
O1 -1.04488 -1.43822 2.73268
H1 1.69109 0.16016 1.97536
H2 0.97557 -1.21123 1.03742
H3 1.71762 -1.46899 2.57223
H4 -1.42565 1.07618 3.46970
H5 0.22870 1.34280 3.18820
C3 -1.53905 -0.11663 -2.61892
S1 -0.63852 1.05487 -1.59966
C4 0.96843 0.58535 -2.36520
H6 -1.83911 0.33099 -3.62216
H7 -0.89442 -0.91188 -2.96941
H8 -2.54750 -0.45899 -2.36257
H9 1.19873 -0.46730 -2.46299
H10 1.73386 0.92767 -1.62727
H11 1.16115 1.16886 -3.25143

The value obtained for the HOMO energy is -8.67 eV. The lowest unoccupied orbital energy is 0.69 eV. Its charge is 0. The value obtained for the orbital gap is 9.3598 eV. The calculation puts the largest force on an atom at 3.7 eV/A. The total energy comes out at -687.1623 Ha. As for the SMILES: CC(N)=O.CSC.

natural (NBO) population analysis, charges in e, atoms 1 to 8: C -0.71; C 0.66; N -0.82; O -0.60; H 0.19; H 0.24; H 0.24; H 0.41

***

Entry 3:
A 2-piece molecular cluster, C8H6BrCl3 overall in a non-equilibrium geometry. Source: the Open Molecules 2025 dataset; level of theory: ωB97M-V/def2-TZVPD.

Cartesian coordinates (Å):
C1 -1.61633 0.43792 -1.71938
C2 -0.31372 0.31226 -2.18325
C3 -1.97701 0.70647 -0.40608
C4 0.70223 0.52365 -1.22759
C5 -0.96719 0.84345 0.51282
C6 0.34720 0.82552 0.07335
C7 1.32621 0.72025 1.11719
C8 0.88960 -1.68091 1.62544
Cl1 -0.94431 -1.93349 1.63312
Cl2 1.83024 -2.22011 3.03916
Cl3 1.59735 -2.50310 0.24116
Br1 3.21427 0.52986 0.87767
H1 -2.43756 0.24731 -2.29239
H2 -0.17212 -0.03140 -3.21531
H3 -3.02475 0.83665 -0.04242
H4 1.60887 0.49808 -1.68869
H5 -1.08667 1.04368 1.53067
H6 1.02372 0.84390 2.12454

The value obtained for the HOMO energy (alpha / beta) is -8.39 / -7.98 eV. The lowest unoccupied orbital energy (alpha / beta) is -1.04 / -1.15 eV. Its charge is 0. The value obtained for the orbital gap (alpha / beta) is 7.3450 / 6.8331 eV. The calculation puts the largest force on an atom at 3.9 eV/A. The total energy comes out at -4262.9096 Ha.

natural (NBO) population analysis, charges in e, atoms 1 to 8: C -0.19; C -0.20; C -0.20; C -0.16; C -0.15; C -0.19; C -0.11; C -0.23

***

Entry 4:
C4H8N4 as an isolated structure in a non-equilibrium geometry. Source: the Open Molecules 2025 dataset; level of theory: ωB97M-V/def2-TZVPD.

Cartesian coordinates (Å):
C1 -0.07377 0.71335 -0.92246
C2 1.19611 1.18167 -0.49230
C3 1.48600 0.37267 0.58420
C4 0.50974 -0.41966 1.00564
H1 -0.14747 1.12955 -3.04073
H2 -1.55949 1.90136 -1.70397
H3 1.67626 1.84664 -1.20826
H4 2.54445 0.42830 0.96327
H5 -0.03956 -2.10988 2.03494
H6 1.66696 -1.76587 2.49274
H7 -2.75850 -0.08540 1.17240
H8 -2.39406 -0.81423 -1.04065
N1 -0.91256 0.93593 -1.99523
N2 0.75322 -1.44940 1.66020
N3 -0.55355 -0.22713 -0.03274
N4 -1.81526 -0.91920 0.26489

The value obtained for the HOMO energy is -6.24 eV. The lowest unoccupied orbital energy is 0.06 eV. Its charge is 0. The value obtained for the orbital gap is 6.2970 eV. The calculation puts the largest force on an atom at 15.5 eV/A. The total energy comes out at -375.8745 Ha.

natural (NBO) population analysis, charges in e, atoms 1 to 8: C 0.22; C -0.32; C -0.34; C 0.25; H 0.39; H 0.37; H 0.22; H 0.20

***

Entry 5:
C25H49CoNO2SSi2 as an isolated structure in a non-equilibrium geometry. Source: the Open Molecules 2025 dataset; level of theory: ωB97M-V/def2-TZVPD.

Cartesian coordinates (Å):
O1 -1.12895 -2.71023 -1.42229
O2 -2.17245 -0.61847 -2.53787
C1 0.04428 -3.50989 -1.29408
C2 0.88491 -3.19970 -0.06813
H1 0.60665 -3.31327 -2.21491
H2 -0.24730 -4.57157 -1.29298
H3 0.41928 -2.47421 0.60355
H4 1.85480 -2.80126 -0.37756
H5 1.06208 -4.12300 0.49272
C3 -2.03094 -2.72946 -0.29512
C4 -3.39362 -3.18568 -0.73805
H6 -2.07030 -1.69868 0.09498
H7 -1.62800 -3.38308 0.49699
H8 -3.82452 -2.48003 -1.45700
H9 -4.06202 -3.23334 0.12789
H10 -3.34685 -4.18252 -1.18985
C5 -3.32490 0.23184 -2.50068
C6 -1.97882 -1.26264 -3.81111
C7 -3.60193 0.58575 -1.06145
H11 -4.18285 -0.29811 -2.94442
H12 -3.14194 1.14278 -3.09686
H13 -3.92436 -0.30173 -0.50360
H14 -4.40461 1.32807 -1.00601
H15 -2.71840 1.00179 -0.56481
C8 -2.89224 -2.43682 -4.01600
H16 -0.92948 -1.58996 -3.82059
H17 -2.10635 -0.52230 -4.61985
H18 -2.73552 -3.18216 -3.23393
H19 -2.66686 -2.89252 -4.98452
H20 -3.93940 -2.12040 -4.02774
H21 -0.74931 -0.79876 -1.36070
Co1 1.00113 0.98843 1.18370
C9 -0.00611 0.02053 -0.95203
Si1 0.79058 0.90660 -2.44771
H22 -0.63951 0.69935 -0.36732
H23 0.75015 -0.53895 -0.37703
C10 1.69740 -0.42179 -3.42649
C11 2.08143 2.23259 -2.09780
C12 -0.45594 1.86922 -3.48042
C13 2.73866 1.88719 0.95037
Si2 3.57520 2.08106 2.61871
H24 2.61858 2.86146 0.44427
H25 3.38209 1.28778 0.28013
C14 4.79187 3.51201 2.43906
C15 4.54341 0.53129 3.05564
C16 2.33693 2.43387 3.98383
H26 0.07130 2.69964 -3.97211
H27 -1.24742 2.30228 -2.85612
H28 -0.92555 1.26472 -4.26498
H29 2.66294 -0.62611 -2.93757
H30 1.90273 -0.06217 -4.44659
H31 1.13944 -1.36523 -3.49353
H32 2.98569 1.82557 -1.63360
H33 1.67781 3.02466 -1.45457
H34 2.37832 2.69662 -3.05263
H35 4.76754 -0.04917 2.15049
H36 3.99479 -0.11434 3.75397
H37 5.49740 0.81368 3.52512
H38 1.96223 1.51304 4.45261
H39 1.48135 3.01756 3.61698
H40 2.84525 3.02581 4.76263
H41 5.50763 3.52748 3.27298
H42 4.26154 4.47509 2.41873
H43 5.35699 3.41191 1.50045
S1 -0.08772 -1.62930 4.45307
C17 1.41844 -2.22921 3.90866
C18 1.90104 -1.53791 2.79401
C19 1.02855 -0.49672 2.40919
C20 -0.08205 -0.40197 3.23324
C21 -1.04641 0.62934 2.99330
C22 -2.28431 0.82114 3.60291
C23 -3.11233 1.84332 3.15812
C24 -2.67135 2.68769 2.13037
C25 -1.41274 2.49586 1.56190
N1 -0.62875 1.46520 1.97863
H44 1.91256 -3.04836 4.42316
H45 2.84193 -1.74869 2.29538
H46 -2.58044 0.12782 4.39134
H47 -4.09825 1.98555 3.60030
H48 -3.29657 3.49741 1.75800
H49 -0.99750 3.13671 0.78324

The value obtained for the HOMO energy (alpha / beta) is -11.43 / -11.41 eV. The lowest unoccupied orbital energy (alpha / beta) is -3.41 / -5.32 eV. Its charge is +1. The value obtained for the orbital gap (alpha / beta) is 8.0274 / 6.0942 eV. Its expectation value of S² is 6.01. The calculation puts the largest force on an atom at 2.8 eV/A. As for the spin multiplicity: 5. The total energy comes out at -3546.8348 Ha.

Löwdin population analysis, charges in e, atoms 1 to 8: O -0.25; O -0.26; C -0.23; C -0.08; H 0.11; H 0.12; H 0.04; H 0.08

***

Entry 6:
One molecule with the formula C3H3NO in a non-equilibrium geometry. Source: the Open Molecules 2025 dataset; level of theory: ωB97M-V/def2-TZVPD.

Cartesian coordinates (Å):
N1 -2.20575 0.11376 -0.20723
C1 -1.07327 0.07830 0.14604
C2 0.27113 -0.26161 0.54652
C3 1.32642 0.67190 0.00364
O1 1.08686 -0.64645 -0.52073
H1 0.40713 -0.92344 1.43598
H2 2.22106 0.82916 0.61026
H3 0.97155 1.53798 -0.60690

The value obtained for the HOMO energy is -11.29 eV. The lowest unoccupied orbital energy is 0.78 eV. Its charge is 0. The value obtained for the orbital gap is 12.0747 eV. The calculation puts the largest force on an atom at 5.0 eV/A. The total energy comes out at -246.0331 Ha. As for the SMILES: N#C[C@@H]1CO1.

List of natural (NBO) charges in e, atom by atom: N -0.28; C 0.23; C -0.06; C -0.09; O -0.45; H 0.24; H 0.20; H 0.21